Molecular formula: C59H46BF7N2O4PdS2Sb
Method: DFT, ωB97M-V/def2-TZVPD

Each line ends with the Mulliken spin population.
Positions of all 123 atoms, in Å:
Pd -0.31898 0.39550 -1.30746  1.11
C -7.06444 -0.50727 -4.71593  0.00
C -5.90113 -0.60830 -3.77270  0.01
C -4.60911 -0.80757 -4.26579  0.00
C -3.52655 -0.91036 -3.41169  0.02
C -3.75332 -0.81921 -2.04248  0.00
C -5.02123 -0.62033 -1.51948  0.01
C -6.08917 -0.51695 -2.39643  0.00
S -2.38872 -0.86602 -0.93341  0.07
O -2.82869 -0.49366 0.42327  0.03
C -1.86681 -2.55275 -0.91627  0.02
C -2.80846 -3.59466 -1.06842  0.00
C -2.39096 -4.88310 -0.95212  0.00
C -1.02870 -5.18292 -0.69478  0.00
C -0.58720 -6.52297 -0.58546  0.00
C 0.72736 -6.80769 -0.35519  0.00
C 1.66551 -5.76191 -0.22820  0.00
C 1.26651 -4.46021 -0.32520  0.01
C -0.09174 -4.13458 -0.55319  0.00
C -0.54345 -2.78603 -0.64271  0.06
C 0.48416 -1.68925 -0.61506  -0.10
C 1.23888 -1.61890 -1.91156  0.10
C 0.52926 -1.84651 -3.10132  -0.01
C 1.15589 -1.78479 -4.33349  -0.01
C 2.51193 -1.52922 -4.39526  0.02
C 3.23163 -1.33815 -3.22346  0.00
C 2.62050 -1.37922 -1.98288  -0.03
C 3.43524 -1.17382 -0.74594  0.00
C 1.72753 0.18319 0.63970  -0.03
C 0.74106 -0.93063 0.50377  0.12
S -0.13031 -1.23580 2.08227  -0.02
O -0.86582 -2.50380 1.96103  0.00
C 1.34973 -1.57250 3.02139  0.01
C 1.86747 -0.58090 3.83915  0.00
C 2.99685 -0.84861 4.59851  0.00
C 3.59842 -2.10170 4.55985  0.00
C 4.82604 -2.39304 5.37179  0.00
C 3.03061 -3.09461 3.75949  0.00
C 1.91249 -2.84058 2.98985  -0.01
H -6.78794 0.02730 -5.62431  0.00
H -7.90779 0.00520 -4.25650  0.00
H -7.39970 -1.50355 -5.01141  0.00
H -4.44948 -0.86349 -5.33565  0.00
H -2.52443 -1.01888 -3.80040  0.00
H -5.15306 -0.52719 -0.44885  0.00
H -7.08554 -0.35274 -2.00514  0.00
H -3.84278 -3.35945 -1.28012  0.00
H -3.09372 -5.69843 -1.06780  0.00
H -1.31474 -7.31840 -0.68775  0.00
H 1.05555 -7.83516 -0.27305  0.00
H 2.70726 -5.99768 -0.05386  0.00
H 1.99884 -3.66927 -0.22380  0.01
H -0.52425 -2.08260 -3.06676  0.00
H 0.57860 -1.93537 -5.23521  0.00
H 3.01774 -1.48046 -5.35013  0.00
H 4.29753 -1.15227 -3.27478  0.00
H 4.48853 -1.12411 -1.02101  0.00
H 1.67540 0.74606 1.56736  0.01
H 1.38785 0.39078 3.89757  0.00
H 3.41135 -0.07482 5.23325  0.00
H 5.32916 -1.47495 5.67244  0.00
H 5.52946 -3.00189 4.80362  0.00
H 4.57201 -2.94488 6.27896  0.00
H 3.48241 -4.07905 3.73696  0.00
H 1.45334 -3.62027 2.39385  0.00
O 8.33895 -0.89215 1.27289  0.00
C 7.48632 -0.21330 2.15928  0.00
N 6.42449 0.49967 1.48259  0.00
C 5.17846 -0.02352 1.35616  0.00
O 4.86946 -1.13299 1.76282  0.00
C 4.16292 0.83324 0.66703  0.01
C 4.16284 2.17050 0.75086  0.00
C 3.16376 2.95635 0.06300  0.01
C 2.16319 2.35813 -0.58254  -0.01
N 1.95969 0.95476 -0.58716  0.07
C 3.06079 0.09674 -0.00318  0.04
H 7.89443 -1.68746 0.95952  0.00
H 8.10753 0.50018 2.69522  0.00
H 7.00964 -0.89179 2.86495  0.00
H 6.66579 1.29795 0.91877  0.00
H 4.94407 2.68103 1.29992  0.00
H 3.27060 4.03002 0.00136  0.00
H 1.48445 2.88387 -1.23698  0.01
H 3.33699 -2.00604 -0.04560  0.00
F 2.23378 7.03053 1.67314  0.00
C 1.40625 6.00785 1.41746  0.01
C 1.21148 5.05285 2.39750  0.00
C 0.36288 3.99180 2.12273  0.01
C -0.27219 3.89134 0.88933  0.04
C -0.05888 4.87660 -0.07490  0.00
C 0.78023 5.94851 0.18489  0.00
Sb -1.49359 2.24710 0.38142  0.34
C -2.96209 3.18391 -0.79049  0.03
C -3.53938 4.37045 -0.34092  0.00
C -4.56010 4.97151 -1.05963  0.00
C -4.99071 4.36217 -2.22555  0.00
F -5.98191 4.93443 -2.92182  0.00
C -4.43250 3.19206 -2.70287  0.00
C -3.40842 2.60782 -1.97456  -0.01
C -2.55460 1.87091 2.16272  0.05
C -3.94411 1.94293 2.13924  0.00
C -4.68078 1.69539 3.28690  0.00
C -4.00700 1.36738 4.44792  0.01
F -4.71336 1.12523 5.55971  0.00
C -2.62939 1.27717 4.50288  0.00
C -1.90888 1.52863 3.34666  -0.03
H 1.70894 5.15664 3.35218  0.00
H 0.19490 3.25342 2.89698  0.00
H -0.54382 4.81027 -1.04297  0.00
H 0.95439 6.72712 -0.54549  0.00
H -3.20180 4.84035 0.57644  0.00
H -5.02214 5.89308 -0.73346  0.00
H -4.78389 2.76339 -3.63154  0.00
H -2.94218 1.71597 -2.37056  -0.01
H -4.47143 2.19052 1.22675  0.00
H -5.76066 1.75215 3.29110  0.00
H -2.14440 1.00838 5.43122  0.00
H -0.83122 1.43262 3.38337  0.02
F -1.08908 0.80925 -3.70016  0.00
B -0.11730 1.86943 -3.74492  -0.02
F 1.14860 1.30069 -3.70197  0.00
F -0.33486 2.71518 -4.77591  0.00
F -0.30897 2.53521 -2.45344  0.01

Summary:
<S²>: 2.010
Spin multiplicity: 3
Lowest unoccupied orbital energy (spin up / spin down): -2.76 / -5.02 eV
HOMO energy (spin up / spin down): -10.72 / -10.92 eV
Energy relative to the best compared isomer or geometry (same formula, charge and spin): 2.449 eV
Charge: +1
Kohn-Sham gap (spin up / spin down): 7.9553 / 5.9019 eV


Molecular formula: C59H47BaN7O11P2
Method: DFT, ωB97M-V/def2-TZVPD

Each line ends with the Löwdin charge.
Positions of all 127 atoms, in Å:
Ba -0.56776 0.03201 1.80210  2.07
C 3.44444 -9.14959 -0.64790  -0.12
O 3.91914 -7.84699 -0.83990  -0.11
C 3.20924 -6.80879 -0.26350  -0.28
C 3.56954 -5.53449 -0.69210  -0.01
C 2.88644 -4.43429 -0.22940  -0.01
C 1.83134 -4.55719 0.68120  -0.20
C 1.52304 -5.82759 1.14550  -0.03
C 2.20304 -6.94749 0.68070  -0.03
C 1.10694 -3.29949 0.98270  -0.07
C 1.90144 -2.29129 1.54050  -0.27
C 3.17264 -2.57279 2.18070  0.00
C 3.73794 -1.37559 2.44970  0.00
C 2.82154 -0.37319 1.94250  -0.26
N 1.71104 -0.96429 1.45790  -0.05
C 3.15884 0.96561 1.70930  -0.07
C 2.37934 1.86861 0.96330  -0.29
C 2.83854 3.17651 0.54500  -0.04
C 1.91514 3.64291 -0.32950  -0.01
C 0.86874 2.64661 -0.38750  -0.27
C -0.21176 2.72031 -1.27880  -0.07
C -0.02026 3.60301 -2.45690  -0.21
C -0.05456 4.99331 -2.49250  -0.03
C 0.21004 5.67901 -3.66660  -0.01
C 0.51514 4.99281 -4.83810  -0.28
O 0.77754 5.76401 -5.95690  -0.11
C 1.12964 5.09511 -7.13830  -0.12
C 0.53654 3.60501 -4.81980  -0.02
C 0.27624 2.93191 -3.64250  -0.01
C -1.27986 1.82231 -1.40160  -0.27
N -1.42446 0.63411 -0.77710  0.04
C -2.42176 -0.02159 -1.40870  -0.28
C -2.66916 -1.40389 -1.31430  -0.09
C -3.61436 -1.96599 -2.29980  -0.19
C -4.95066 -1.58789 -2.37190  -0.03
C -5.78286 -2.05289 -3.37980  -0.02
C -5.28256 -2.91779 -4.34250  -0.28
O -5.99966 -3.42129 -5.41200  -0.11
C -7.27216 -2.88949 -5.65030  -0.12
C -3.95716 -3.33619 -4.26250  -0.01
C -3.13836 -2.86099 -3.26290  -0.02
C -1.89126 -2.31479 -0.58390  -0.26
C -2.04476 -3.75309 -0.66480  -0.03
C -0.95256 -4.28459 -0.07280  0.00
C -0.16846 -3.16949 0.42010  -0.25
N -0.78876 -2.01059 0.13010  0.00
C -3.02296 0.83231 -2.41190  -0.01
C -2.30906 1.98141 -2.40680  -0.02
N 1.16884 1.61301 0.42550  0.01
C 4.53964 1.37201 2.03570  -0.20
C 5.05154 1.34931 3.33350  -0.03
C 6.36654 1.68801 3.58610  -0.01
C 7.21324 2.06601 2.54600  -0.28
O 8.51184 2.38231 2.90650  -0.11
C 9.42524 2.67471 1.88680  -0.12
C 6.71754 2.09701 1.24980  -0.02
C 5.40124 1.74331 1.00640  -0.03
H 4.06844 -9.79509 -1.27020  0.08
H 2.39694 -9.24429 -0.96040  0.09
H 3.53164 -9.47459 0.39650  0.09
H 4.37274 -5.44219 -1.40790  0.11
H 3.15284 -3.45019 -0.58300  0.13
H 0.74934 -5.94049 1.89100  0.13
H 1.92804 -7.92129 1.06080  0.10
H 3.56124 -3.55289 2.40100  0.11
H 4.68724 -1.18639 2.91970  0.10
H 3.74224 3.66221 0.86680  0.10
H 1.93634 4.57741 -0.86060  0.09
H -0.29716 5.55061 -1.59930  0.12
H 0.19304 6.75901 -3.70210  0.11
H 1.35704 5.87061 -7.87090  0.08
H 0.30874 4.47411 -7.51700  0.09
H 2.01614 4.46471 -7.00310  0.09
H 0.76274 3.03631 -5.70890  0.10
H 0.30784 1.85241 -3.62520  0.13
H -5.34596 -0.91689 -1.62300  0.10
H -6.81116 -1.72079 -3.40250  0.10
H -7.62486 -3.34439 -6.57790  0.08
H -7.23906 -1.80039 -5.77470  0.09
H -7.97426 -3.13109 -4.84320  0.09
H -3.59186 -4.01629 -5.01810  0.11
H -2.10446 -3.16909 -3.22550  0.12
H -2.87196 -4.27499 -1.11190  0.10
H -0.72516 -5.32799 0.04580  0.09
H -3.84946 0.58101 -3.05320  0.09
H -2.46766 2.85211 -3.01870  0.10
H 4.40904 1.05661 4.15100  0.12
H 6.77314 1.66281 4.58780  0.11
H 10.38904 2.80361 2.37970  0.08
H 9.17294 3.59811 1.35280  0.09
H 9.49304 1.85861 1.16020  0.09
H 7.34334 2.38461 0.41710  0.10
H 5.02944 1.73981 -0.00780  0.12
O -3.38406 -0.41519 3.73840  -0.15
P -2.24036 0.40861 4.59410  0.15
O -2.90786 1.20211 5.65420  -0.32
O -1.31826 1.07731 3.64550  -0.62
O -1.48666 -0.84439 5.31910  -0.28
P -0.33836 -1.66749 4.47210  0.15
O 0.87374 -0.55089 4.51700  -0.17
O 0.04074 -2.82959 5.31030  -0.32
O -0.78646 -1.84819 3.07130  -0.55
H -3.68776 -1.05719 4.37550  0.06
H 0.87854 -0.29839 5.43940  0.06
C -6.68146 0.28261 1.10640  -0.10
C -6.57496 1.65051 1.31640  -0.10
C -5.33486 2.24301 1.41680  -0.01
C -4.16736 1.46971 1.30100  -0.25
C -4.28546 0.09651 1.07010  -0.03
C -5.53466 -0.48469 0.97260  -0.09
N -2.90346 1.95301 1.55780  0.06
N -2.81876 3.19571 1.76560  0.11
C -1.65866 3.66591 2.34510  -0.33
C -1.83196 4.83121 3.10740  -0.01
C -0.79076 5.27211 3.89890  -0.08
C 0.39344 4.55361 3.88170  -0.05
C 0.48854 3.45931 3.02850  -0.12
N -0.49516 3.03971 2.26920  0.09
H -7.65736 -0.18349 1.07350  0.09
H -7.47026 2.24961 1.41740  0.09
H -5.23856 3.29861 1.62330  0.10
H -3.38276 -0.48659 1.01780  0.08
H -5.62186 -1.55029 0.81460  0.11
H -2.79076 5.32261 3.10540  0.10
H -0.90776 6.14041 4.53550  0.10
H 1.22564 4.84111 4.50750  0.10
H 1.40204 2.88901 2.96230  0.10

Summary:
Spin multiplicity: 1
Lowest unoccupied orbital energy: 3.60 eV
HOMO energy: -1.50 eV
Charge: -2
Kohn-Sham gap: 5.0982 eV


Calculated total energy (Ha)
-4574.7147 -4195.9819